# 1
Molecular formula: C36H59N7O4S4
Method: DFT, ωB97M-V/def2-TZVPD

Output
- highest occupied orbital energy (eV) = -7.73
- LUMO level (eV) = 0.24
- DFT total energy (eV) = -100241.73724
- orbital gap (eV) = 7.969
- ΔE to the lowest compared entry with this formula, charge and spin (kcal per mole) = 70.5

Each line ends with the Löwdin charge.
Cartesian coordinates (Å):
1 C -0.068 0.018 5.772  -0.2405
2 S 0.375 1.605 4.895  0.8338
3 O 1.832 1.831 5.236  -0.5995
4 C 0.450 0.760 3.229  -0.2571
5 H 0.622 -0.740 5.401  0.0493
6 H -1.139 -0.109 5.617  0.0367
7 H 0.072 0.115 6.848  0.0471
8 H -0.462 0.165 3.179  0.0175
9 H 1.285 0.060 3.218  0.0581
10 H 0.596 1.385 2.347  0.0027
11 C 0.499 -5.324 4.123  -0.2197
12 S -1.092 -4.454 3.572  0.8089
13 O -1.123 -3.205 4.398  -0.5830
14 C -0.606 -3.817 1.952  -0.2569
15 H 1.259 -4.684 3.675  0.0323
16 H 0.596 -6.356 3.786  0.0421
17 H 0.597 -5.249 5.206  0.0465
18 H -0.532 -4.709 1.329  0.0561
19 H 0.343 -3.312 2.132  0.0519
20 H -1.340 -3.061 1.673  0.0077
21 C -6.132 2.377 -0.754  -0.2621
22 S -4.954 2.172 -2.169  0.8587
23 O -5.004 3.550 -2.862  -0.6021
24 C -3.349 2.112 -1.166  -0.2483
25 H -6.213 3.350 -0.269  0.0538
26 H -5.899 1.762 0.116  0.0381
27 H -7.136 2.152 -1.113  0.0386
28 H -3.219 3.017 -0.574  0.0322
29 H -2.409 2.140 -1.718  0.0395
30 H -3.448 1.416 -0.333  0.0280
31 C 2.082 2.653 -5.310  -0.2497
32 S 1.375 4.025 -4.309  0.9206
33 O 1.339 3.507 -2.856  -0.6042
34 C 2.784 5.315 -4.498  -0.2217
35 H 1.582 1.763 -4.929  0.0365
36 H 3.135 2.423 -5.151  0.0575
37 H 1.878 2.795 -6.371  0.0530
38 H 3.210 5.349 -5.501  0.0427
39 H 3.675 5.117 -3.903  0.0485
40 H 2.488 6.338 -4.267  0.0397
41 N -3.125 -3.610 -3.564  -0.0323
42 C -2.124 -2.747 -3.620  -0.1744
43 C -2.366 -1.669 -2.806  -0.0922
44 C -3.634 -1.965 -2.287  -0.1255
45 C -4.093 -3.261 -2.636  -0.0841
46 H -3.187 -4.448 -4.125  0.1467
47 H -1.310 -3.001 -4.283  0.1116
48 H -1.706 -0.824 -2.678  0.0831
49 H -4.222 -1.488 -1.517  0.0772
50 H -4.895 -3.970 -2.492  0.1006
51 N 2.262 3.556 -0.193  0.0128
52 C 3.299 2.692 -0.461  -0.1600
53 C 3.714 2.194 0.701  -0.1585
54 C 2.913 2.564 1.746  -0.0891
55 C 1.997 3.442 1.167  -0.1221
56 H 1.835 4.167 -0.874  0.1075
57 H 3.679 2.670 -1.471  0.1098
58 H 4.469 1.423 0.739  0.0898
59 H 2.953 2.135 2.736  0.0889
60 H 1.165 4.048 1.490  0.0923
61 N -1.988 5.241 2.249  0.0258
62 C -2.199 3.919 2.327  -0.1426
63 C -3.467 3.711 2.980  -0.1033
64 C -4.046 4.944 3.214  -0.1097
65 C -3.155 5.832 2.688  -0.1493
66 H -1.261 5.622 1.661  0.1504
67 H -1.461 3.210 1.983  0.0853
68 H -3.796 2.701 3.172  0.0549
69 H -5.065 5.085 3.543  0.1020
70 H -3.284 6.886 2.488  0.1064
71 N 5.039 -1.650 0.307  0.0200
72 C 6.121 -2.227 -0.314  -0.1406
73 C 6.223 -1.809 -1.641  -0.1185
74 C 5.183 -0.894 -1.763  -0.1319
75 C 4.403 -0.904 -0.595  -0.1559
76 H 4.889 -1.662 1.306  0.1553
77 H 6.749 -2.818 0.336  0.0992
78 H 6.839 -2.183 -2.445  0.0895
79 H 4.850 -0.279 -2.586  0.0835
80 H 3.475 -0.385 -0.408  0.0937
81 N 4.468 -5.199 -3.305  -0.0012
82 C 3.963 -3.957 -3.493  -0.1545
83 C 2.578 -4.006 -3.501  -0.1089
84 C 2.211 -5.342 -3.134  -0.0870
85 C 3.413 -6.074 -3.274  -0.1406
86 H 5.440 -5.450 -3.421  0.1491
87 H 4.718 -3.204 -3.667  0.0940
88 H 1.876 -3.194 -3.615  0.0724
89 H 1.191 -5.697 -3.125  0.0806
90 H 3.745 -7.100 -3.341  0.0978
91 N 0.726 1.017 -1.505  0.0264
92 C 0.004 0.583 -0.433  -0.1496
93 C -0.129 -0.802 -0.450  -0.0916
94 C 0.717 -1.194 -1.518  -0.1220
95 C 1.260 -0.045 -2.157  -0.1254
96 H 0.894 1.989 -1.722  0.0759
97 H -0.436 1.360 0.174  0.0920
98 H -0.671 -1.398 0.270  0.0705
99 H 0.784 -2.220 -1.849  0.0730
100 H 1.994 0.014 -2.947  0.0993
101 N -3.977 0.120 3.826  0.0133
102 C -3.161 -0.005 2.742  -0.1461
103 C -3.310 -1.317 2.288  -0.1019
104 C -4.233 -1.970 3.162  -0.1091
105 C -4.539 -1.088 4.131  -0.1430
106 H -4.002 0.962 4.382  0.1347
107 H -2.625 0.792 2.248  0.0892
108 H -2.925 -1.763 1.383  0.0719
109 H -4.381 -3.040 3.168  0.0984
110 H -5.215 -1.273 4.953  0.1122

---

# 2
Molecular formula: HNO3P2
Method: DFT, ωB97M-V/def2-TZVPD

Output
- highest occupied orbital energy (spin up / spin down) (eV) = -7.40 / -10.45
- LUMO level (spin up / spin down) (eV) = -0.25 / -3.56
- DFT total energy (eV) = -26220.50328
- spin multiplicity = 3
- orbital gap (spin up / spin down) (eV) = 7.148 / 6.886
- ΔE to the lowest compared entry with this formula, charge and spin (kcal per mole) = 52.8

Each line ends with the Löwdin spin population.
Cartesian coordinates (Å):
1 N 1.280 -1.440 -0.068  0.0072
2 O 1.228 -1.100 1.087  0.0837
3 O 1.010 1.828 -0.014  0.2576
4 O 0.562 -0.741 -0.856  0.0939
5 P -0.037 0.815 -0.018  0.5560
6 P -2.087 1.063 -0.072  0.9568
7 H -1.958 -0.425 -0.059  0.0448

---

# 3
Molecular formula: H6O3
Method: DFT, ωB97M-V/def2-TZVPD

Output
- highest occupied orbital energy (eV) = -11.47
- LUMO level (eV) = 0.64
- DFT total energy (eV) = -6239.64319
- orbital gap (eV) = 12.107
- ΔE to the lowest compared entry with this formula, charge and spin (kcal per mole) = 14.1
- SMILES string = O.O.O

Each line ends with the Löwdin charge.
Cartesian coordinates (Å):
1 O 3.470 3.045 -1.289  -0.0546
2 H 3.363 3.957 -1.559  0.0278
3 H 2.602 2.657 -1.404  0.0261
4 O -2.587 -3.186 2.552  -0.0554
5 H -1.840 -2.666 2.849  0.0271
6 H -2.437 -4.055 2.924  0.0283
7 O -0.754 0.445 -1.460  -0.0553
8 H -1.476 0.180 -0.891  0.0280
9 H -0.341 -0.378 -1.724  0.0280